Record 1
C24H36MgP2Si as an isolated structure in a non-equilibrium geometry. Source: the Open Molecules 2025 dataset; level of theory: ωB97M-V with the def2-TZVPD basis set.

Properties
Energy, Ha: -2108.249423
Total charge: 0
Orbital gap, eV: 5.892
Energy above the lowest of the compared OMol25 structures with the same formula, charge and spin, kJ/mol: 19.1

Last column: Löwdin charge in e.
Geometry (Å):
C: 1.079 2.805 1.330  -0.175
C: 0.121 2.895 0.282  -0.213
C: -1.172 2.727 0.847  -0.177
H: 0.321 3.137 -0.751  0.103
C: -1.027 2.552 2.244  -0.255
C: 0.361 2.630 2.549  -0.237
H: 0.777 2.710 3.547  0.101
H: 2.155 2.936 1.239  0.111
H: -2.119 2.846 0.324  0.105
H: -1.846 2.545 2.962  0.094
Mg: 0.070 0.859 1.132  0.395
C: -1.500 -3.001 -4.266  -0.055
H: -2.216 -3.017 -3.431  0.016
H: -1.806 -2.245 -5.005  0.023
H: -0.492 -2.769 -3.892  -0.012
Si: -0.152 -0.327 -1.457  0.665
C: 1.558 -0.201 -2.180  -0.382
C: 2.339 0.973 -2.184  -0.107
H: 1.989 1.884 -1.687  0.088
C: 3.593 0.980 -2.817  -0.091
H: 4.191 1.890 -2.834  0.098
C: 4.097 -0.179 -3.428  -0.096
H: 5.077 -0.171 -3.927  0.101
C: 3.327 -1.354 -3.394  -0.091
H: 3.709 -2.255 -3.858  0.094
C: 2.076 -1.374 -2.757  -0.125
H: 1.507 -2.306 -2.709  0.081
C: -1.259 0.830 -2.418  -0.346
C: -0.843 1.394 -3.637  -0.095
H: 0.142 1.155 -4.045  0.098
C: -1.673 2.300 -4.317  -0.090
H: -1.343 2.726 -5.259  0.096
C: -2.923 2.659 -3.793  -0.096
H: -3.577 3.352 -4.339  0.101
C: -3.333 2.106 -2.569  -0.096
H: -4.295 2.392 -2.151  0.096
C: -2.513 1.196 -1.885  -0.136
H: -2.843 0.798 -0.921  0.091
H: -0.714 -1.700 -1.494  -0.047
H: -1.486 -3.992 -4.748  0.016
C: 2.611 -1.608 1.363  -0.263
P: 0.738 -1.712 1.718  0.802
C: 0.878 -3.139 2.861  -0.311
C: -1.305 -1.956 1.660  -0.358
C: -1.741 -1.390 3.005  -0.404
P: -0.669 0.075 3.535  0.766
C: -1.791 0.663 4.857  -0.278
C: 0.765 -0.217 4.595  -0.289
H: 3.020 -2.620 1.183  0.035
H: 3.113 -1.179 2.256  0.044
H: 2.826 -0.973 0.499  0.015
H: 1.610 -2.948 3.653  0.038
H: -0.086 -3.414 3.301  0.026
H: 1.225 -3.973 2.231  0.043
H: -1.725 -1.442 0.785  0.017
H: -1.513 -3.033 1.573  0.069
H: -2.767 -0.978 2.961  0.088
H: -1.655 -2.124 3.819  0.069
H: -1.751 -0.108 5.646  0.045
H: -1.470 1.622 5.292  0.051
H: -2.807 0.770 4.456  0.042
H: 0.503 -0.887 5.423  0.051
H: 1.620 -0.593 4.019  0.007
H: 1.012 0.778 5.001  0.045



Record 2
C24H36N2PbSi as an isolated structure in a non-equilibrium geometry. Source: the Open Molecules 2025 dataset; level of theory: ωB97M-V with the def2-TZVPD basis set.

Properties
Energy, Ha: -1527.215979
Total charge: +2
Orbital gap (alpha / beta), eV: 3.656 / 3.656

Last column: Löwdin charge in e.
Geometry (Å):
C: 0.707 1.768 1.496  -0.163
C: 1.122 2.157 0.193  -0.151
C: -0.052 2.412 -0.586  -0.190
H: 2.144 2.303 -0.122  0.113
C: -1.193 2.163 0.252  -0.171
C: -0.708 1.763 1.530  -0.161
H: -1.325 1.560 2.401  0.113
H: 1.370 1.587 2.334  0.116
H: -0.069 2.734 -1.617  0.114
H: -2.232 2.244 -0.030  0.115
Pb: -0.223 -0.255 -0.351  1.640
C: -0.536 -0.651 -2.558  -0.084
H: -1.476 -0.086 -2.572  0.029
H: -0.571 -1.727 -2.480  -0.005
H: 0.357 -0.144 -2.947  0.049
Si: -0.539 -2.007 -6.091  0.716
C: 1.235 -1.803 -6.565  -0.352
C: 1.883 -0.574 -6.315  -0.125
H: 1.327 0.250 -5.859  0.095
C: 3.221 -0.417 -6.661  -0.096
H: 3.716 0.546 -6.453  0.112
C: 3.935 -1.454 -7.260  -0.067
H: 4.985 -1.326 -7.522  0.111
C: 3.289 -2.679 -7.525  -0.066
H: 3.847 -3.492 -7.996  0.113
C: 1.949 -2.846 -7.179  -0.106
H: 1.430 -3.792 -7.389  0.103
C: -1.545 -0.515 -6.516  -0.342
C: -1.339 0.168 -7.736  -0.085
H: -0.581 -0.195 -8.437  0.115
C: -2.092 1.298 -8.034  -0.069
H: -1.924 1.822 -8.988  0.121
C: -3.057 1.772 -7.141  -0.063
H: -3.650 2.653 -7.382  0.112
C: -3.265 1.094 -5.925  -0.086
H: -4.019 1.461 -5.221  0.105
C: -2.522 -0.043 -5.623  -0.142
H: -2.680 -0.578 -4.676  0.076
H: -0.634 -2.306 -4.648  -0.043
H: -1.096 -3.160 -6.839  -0.005
C: 3.014 -0.861 0.351  -0.068
N: 1.898 -1.631 -0.234  -0.338
C: 2.255 -2.017 -1.617  -0.074
C: 1.418 -2.827 0.631  -0.118
C: -0.058 -2.840 1.045  -0.176
N: -0.489 -1.596 1.797  -0.353
C: -1.937 -1.526 2.052  -0.064
C: 0.300 -1.314 2.981  -0.043
H: 3.930 -1.492 0.473  0.129
H: 2.728 -0.455 1.322  0.073
H: 3.242 -0.024 -0.303  0.091
H: 3.198 -2.609 -1.650  0.133
H: 1.426 -2.551 -2.070  0.082
H: 2.376 -1.112 -2.211  0.092
H: 1.600 -3.698 -0.031  0.143
H: 2.062 -2.854 1.511  0.126
H: -0.731 -2.884 0.185  0.103
H: -0.303 -3.714 1.697  0.162
H: -2.300 -2.406 2.622  0.127
H: -2.185 -0.590 2.557  0.094
H: -2.462 -1.501 1.096  0.081
H: 0.153 -2.107 3.739  0.134
H: 1.351 -1.238 2.713  0.075
H: -0.016 -0.361 3.396  0.095



Record 3
C24H36N3RuSi2Te as an isolated structure. Source: the Open Molecules 2025 dataset; level of theory: ωB97M-V with the def2-TZVPD basis set.

Properties
Multiplicity: 5
Energy, Ha: -2041.226532
Total charge: +3
Expectation value of S²: 6.0249
Orbital gap (alpha / beta), eV: 6.982 / 5.400
Energy above the lowest of the compared OMol25 structures with the same formula, charge and spin, kJ/mol: 0.0

Last column: Löwdin spin population.
Geometry (Å):
Ru: -0.074 -0.248 0.386  2.713
C: 3.366 -0.858 -0.178  0.013
Si: 2.922 0.206 1.290  0.039
C: 4.241 1.458 1.672  0.019
C: 2.448 -0.807 2.794  0.017
C: 1.340 1.203 0.714  0.127
C: 1.343 1.625 -0.720  0.037
C: 1.996 2.614 -1.433  0.005
C: 1.701 2.704 -2.787  0.016
C: 0.782 1.834 -3.379  0.007
C: 0.170 0.870 -2.609  0.011
N: 0.475 0.788 -1.304  0.038
Si: 0.405 2.489 1.863  0.035
C: -0.010 1.646 3.477  0.002
C: -1.125 3.024 0.903  0.007
C: 1.561 3.923 2.096  0.020
H: 4.135 -1.579 0.106  0.001
H: 3.757 -0.268 -1.009  0.001
H: 2.519 -1.438 -0.560  0.006
H: 5.179 0.922 1.843  0.003
H: 4.027 2.027 2.575  0.000
H: 4.415 2.152 0.848  0.000
H: 3.120 -1.665 2.882  0.000
H: 1.428 -1.208 2.784  0.010
H: 2.535 -0.229 3.714  0.001
H: 2.701 3.281 -0.958  0.000
H: 2.185 3.460 -3.393  0.001
H: 0.549 1.910 -4.432  0.000
H: -0.548 0.161 -3.000  0.001
H: -0.402 0.628 3.402  0.001
H: -0.753 2.241 4.014  0.000
H: 0.870 1.594 4.121  0.000
H: -1.545 2.293 0.205  0.001
H: -0.890 3.897 0.291  0.000
H: -1.916 3.336 1.590  0.001
H: 2.511 3.643 2.547  0.000
H: 1.073 4.627 2.776  0.003
H: 1.753 4.457 1.165  0.000
N: -2.096 -0.151 1.359  0.112
N: -2.316 -0.314 -0.055  0.100
H: -2.614 -0.821 1.925  0.007
H: -2.354 0.791 1.647  0.006
H: -2.927 0.401 -0.443  0.002
H: -2.693 -1.235 -0.273  0.005
Te: -0.053 -3.089 0.962  0.358
C: 1.666 -4.246 0.857  0.052
C: 2.467 -4.354 -0.279  0.020
C: 3.535 -5.231 -0.249  0.005
C: 3.794 -5.984 0.896  0.043
C: 2.990 -5.865 2.021  0.000
C: 1.917 -4.987 2.015  0.035
C: -0.870 -3.199 -0.959  0.046
C: -2.111 -3.827 -1.087  0.015
C: -2.687 -3.933 -2.346  0.008
C: -2.036 -3.413 -3.459  0.014
C: -0.806 -2.781 -3.324  0.001
C: -0.216 -2.664 -2.072  0.024
H: 2.261 -3.793 -1.179  0.001
H: 4.166 -5.342 -1.120  0.000
H: 4.628 -6.673 0.904  0.002
H: 3.193 -6.458 2.902  -0.001
H: 1.292 -4.899 2.896  0.002
H: -2.609 -4.268 -0.232  0.004
H: -3.635 -4.442 -2.461  0.000
H: -2.483 -3.516 -4.438  0.001
H: -0.295 -2.399 -4.199  0.000
H: 0.756 -2.190 -1.981  0.003



Record 4
A 6-piece molecular cluster, C24H36O18 overall in a non-equilibrium geometry. Source: the Open Molecules 2025 dataset; level of theory: ωB97M-V with the def2-TZVPD basis set.

Properties
Energy, Ha: -2290.503211
Total charge: 0
SMILES: C[C@H]1COC(=O)O1.C[C@H]1COC(=O)O1.C[C@H]1COC(=O)O1.C[C@H]1COC(=O)O1.C[C@H]1COC(=O)O1.C[C@H]1COC(=O)O1
Orbital gap, eV: 10.953
Energy above the lowest of the compared OMol25 structures with the same formula, charge and spin, kJ/mol: 150.6

Last column: Löwdin charge in e.
Geometry (Å):
C: 0.991 0.116 3.310  -0.028
C: 1.881 0.732 2.281  -0.281
C: 2.155 2.234 2.388  -0.088
O: 3.535 2.357 2.087  0.076
C: 4.135 1.183 2.343  -0.576
O: 5.310 1.002 2.339  0.161
O: 3.219 0.236 2.630  0.071
H: 1.083 -0.973 3.202  0.094
H: -0.073 0.336 3.222  0.071
H: 1.361 0.221 4.332  0.095
H: 1.662 0.369 1.279  0.128
H: 1.890 2.578 3.391  0.132
H: 1.608 2.817 1.646  0.131
C: -3.475 -1.683 4.021  -0.014
C: -3.263 -2.037 2.561  -0.323
C: -3.396 -3.467 2.058  -0.088
O: -4.133 -3.297 0.858  0.071
C: -4.567 -2.020 0.720  -0.557
O: -5.240 -1.646 -0.177  0.175
O: -4.216 -1.273 1.803  0.072
H: -4.526 -1.613 4.294  0.094
H: -3.028 -0.696 4.165  0.059
H: -2.896 -2.322 4.692  0.090
H: -2.301 -1.589 2.281  0.141
H: -3.951 -4.070 2.780  0.134
H: -2.402 -3.899 1.965  0.136
C: -0.916 -0.123 -0.405  -0.013
C: -0.199 0.706 -1.436  -0.285
C: -0.679 2.131 -1.600  -0.016
O: 0.602 2.860 -1.622  0.067
C: 1.614 2.050 -1.280  -0.588
O: 2.730 2.425 -1.099  0.158
O: 1.180 0.795 -1.027  0.037
H: -1.075 0.318 0.580  0.074
H: -0.443 -1.098 -0.262  0.090
H: -1.922 -0.378 -0.760  0.101
H: -0.204 0.148 -2.377  0.144
H: -1.266 2.563 -0.792  0.120
H: -1.152 2.417 -2.536  0.134
C: -2.093 2.479 5.076  -0.019
C: -3.139 2.904 4.085  -0.285
C: -2.774 4.187 3.306  -0.078
O: -3.239 3.912 1.981  0.072
C: -3.221 2.572 1.807  -0.575
O: -3.174 1.989 0.781  0.170
O: -3.190 1.950 2.993  0.063
H: -1.981 1.402 5.230  0.078
H: -2.306 2.860 6.075  0.092
H: -1.109 2.760 4.697  0.079
H: -4.169 2.951 4.438  0.157
H: -1.695 4.328 3.250  0.131
H: -3.272 5.040 3.757  0.137
C: 3.723 -2.773 -3.531  -0.038
C: 4.067 -2.490 -2.090  -0.264
C: 3.372 -1.189 -1.646  -0.110
O: 2.671 -1.491 -0.463  0.053
C: 2.641 -2.835 -0.291  -0.546
O: 2.026 -3.403 0.547  0.166
O: 3.308 -3.443 -1.306  0.078
H: 2.644 -2.922 -3.594  0.082
H: 4.157 -3.702 -3.910  0.092
H: 3.971 -2.004 -4.265  0.086
H: 5.128 -2.433 -1.870  0.155
H: 2.750 -0.673 -2.375  0.111
H: 4.146 -0.468 -1.359  0.143
C: 1.337 -2.091 -6.187  -0.024
C: 1.016 -0.976 -5.234  -0.330
C: 1.457 0.415 -5.714  -0.078
O: 0.427 1.223 -5.155  0.065
C: -0.712 0.504 -5.087  -0.573
O: -1.822 0.907 -5.002  0.177
O: -0.415 -0.827 -5.197  0.073
H: 0.973 -3.094 -5.986  0.093
H: 2.436 -2.155 -6.162  0.082
H: 1.095 -1.831 -7.217  0.092
H: 1.390 -1.119 -4.219  0.123
H: 1.555 0.449 -6.798  0.138
H: 2.389 0.676 -5.218  0.137



Record 5
C24H37AuNSi as an isolated structure. Source: the Open Molecules 2025 dataset; level of theory: ωB97M-V with the def2-TZVPD basis set.

Properties
Energy, Ha: -1416.740910
Total charge: -1
Orbital gap, eV: 7.421

Last column: Löwdin charge in e.
Geometry (Å):
Au: -0.656 -0.406 -0.219  0.653
N: 2.485 0.639 -1.233  0.101
C: 2.468 -0.473 -2.071  -0.288
C: 3.515 -1.395 -1.998  -0.056
C: 3.609 -2.451 -2.886  -0.120
C: 2.658 -2.596 -3.884  -0.121
C: 1.616 -1.682 -3.962  -0.054
C: 1.481 -0.624 -3.067  -0.156
C: 0.321 0.306 -3.208  -0.247
C: 0.130 0.898 -4.460  -0.070
C: -0.937 1.748 -4.697  -0.123
C: -1.836 2.001 -3.672  -0.131
C: -1.653 1.389 -2.439  -0.176
C: -0.582 0.528 -2.147  -0.274
H: 2.896 0.466 -0.329  0.075
H: 1.576 1.076 -1.147  0.041
H: 4.272 -1.263 -1.231  0.101
H: 4.427 -3.157 -2.802  0.091
H: 2.715 -3.422 -4.582  0.087
H: 0.865 -1.810 -4.733  0.110
H: 0.835 0.693 -5.260  0.103
H: -1.072 2.205 -5.671  0.086
H: -2.674 2.672 -3.829  0.086
H: -2.394 1.577 -1.666  0.063
C: -0.628 0.626 3.836  -0.131
C: -0.065 -0.739 3.421  -0.639
C: -0.060 -1.633 4.667  -0.108
C: 1.388 -0.479 2.994  -0.139
Si: -1.054 -1.434 1.864  0.617
C: -0.642 -3.358 1.708  -0.641
C: -1.331 -4.272 2.727  -0.111
C: 0.873 -3.586 1.803  -0.129
C: -1.033 -3.831 0.296  -0.144
C: -2.987 -1.226 2.231  -0.642
C: -3.386 0.242 2.007  -0.139
C: -3.773 -2.034 1.190  -0.136
C: -3.478 -1.642 3.623  -0.109
H: 0.028 1.092 4.584  0.076
H: -1.619 0.539 4.284  0.053
H: -0.692 1.301 2.978  0.073
H: 0.424 -1.110 5.503  0.076
H: 0.494 -2.558 4.502  0.056
H: -1.072 -1.894 4.982  0.059
H: 1.959 -0.052 3.829  0.075
H: 1.415 0.232 2.163  0.050
H: 1.895 -1.388 2.671  0.047
H: -1.158 -3.948 3.755  0.056
H: -0.953 -5.299 2.634  0.075
H: -2.409 -4.310 2.558  0.057
H: 1.259 -3.422 2.809  0.053
H: 1.408 -2.928 1.113  0.067
H: 1.112 -4.622 1.525  0.078
H: -2.067 -3.602 0.047  0.045
H: -0.895 -4.917 0.212  0.076
H: -0.403 -3.350 -0.457  0.053
H: -3.084 0.575 1.011  0.041
H: -2.935 0.912 2.736  0.048
H: -4.477 0.349 2.085  0.075
H: -3.428 -1.798 0.179  0.061
H: -4.842 -1.788 1.246  0.076
H: -3.676 -3.110 1.346  0.055
H: -3.044 -1.020 4.408  0.055
H: -3.242 -2.685 3.845  0.058
H: -4.570 -1.530 3.686  0.075



Record 6
A 2-piece molecular cluster, C24H37BClF2N2O6S overall in a non-equilibrium geometry. Source: the Open Molecules 2025 dataset; level of theory: ωB97M-V with the def2-TZVPD basis set.

Properties
Energy, Ha: -2580.471971
Total charge: +1
Orbital gap, eV: 8.532

Last column: Löwdin charge in e.
Geometry (Å):
C: 6.090 4.936 1.401  -0.085
C: 6.387 3.556 0.836  -0.247
C: 5.650 3.305 -0.502  -0.622
Cl: 6.736 3.429 -1.899  0.727
C: 4.899 2.018 -0.418  -0.077
C: 5.372 0.778 -0.517  -0.080
N: 6.758 0.487 -0.762  0.115
C: 7.278 -0.532 0.104  -0.449
O: 7.242 -1.720 -0.098  0.212
F: 7.852 -0.017 1.175  0.173
C: 7.034 0.172 -2.132  -0.480
O: 6.383 -0.525 -2.864  0.205
F: 8.154 0.747 -2.530  0.143
C: 4.379 -0.327 -0.335  -0.270
O: 4.460 -1.407 -0.873  0.178
C: 3.250 -0.046 0.600  -0.118
C: 2.811 -1.231 1.371  0.000
B: 4.073 -1.873 2.114  -0.638
O: 5.223 -1.155 2.331  0.189
O: 4.057 -3.140 2.607  0.205
C: 2.742 1.189 0.662  -0.085
C: 1.579 1.555 1.535  -0.156
C: 0.645 2.611 0.960  -0.252
C: 0.012 2.242 -0.380  -0.511
S: -0.584 0.523 -0.498  0.739
C: 3.416 2.195 -0.187  -0.247
O: 2.866 3.131 -0.723  0.127
H: 6.743 5.105 2.245  0.076
H: 5.080 4.975 1.780  0.074
H: 6.245 5.691 0.645  0.081
H: 6.038 2.824 1.553  0.106
H: 7.440 3.387 0.667  0.103
H: 4.940 4.103 -0.623  0.085
H: 2.383 -1.963 0.693  0.130
H: 2.093 -0.991 2.141  0.113
H: 5.017 -0.239 2.520  0.110
H: 3.464 -3.673 2.075  0.106
H: 1.947 1.942 2.482  0.133
H: 0.968 0.697 1.754  0.073
H: 1.149 3.554 0.812  0.106
H: -0.154 2.806 1.664  0.110
H: -0.840 2.887 -0.535  0.063
H: 0.677 2.427 -1.206  0.062
H: 0.241 0.018 -1.424  -0.133
C: -7.641 -4.085 0.546  -0.095
C: -7.005 -2.851 1.182  -0.246
C: -7.287 -1.534 0.446  -0.157
C: -7.114 -1.494 -1.064  -0.112
N: -5.718 -1.405 -1.637  -0.262
C: -5.090 -0.043 -1.430  -0.078
C: -4.316 -0.135 -0.126  -0.147
C: -3.900 -1.606 -0.003  -0.124
C: -4.714 -2.372 -1.051  -0.073
C: -5.853 -1.664 -3.106  0.016
H: -7.277 -4.270 -0.467  0.061
H: -7.408 -4.972 1.133  0.083
H: -8.727 -3.988 0.502  0.087
H: -5.932 -3.013 1.301  0.083
H: -7.391 -2.746 2.196  0.118
H: -6.745 -0.719 0.925  0.104
H: -8.342 -1.301 0.612  0.131
H: -7.628 -0.616 -1.452  0.136
H: -7.584 -2.361 -1.525  0.125
H: -4.411 0.122 -2.264  0.138
H: -5.865 0.719 -1.440  0.142
H: -4.933 0.167 0.718  0.105
H: -3.456 0.531 -0.131  0.073
H: -4.072 -1.978 1.005  0.110
H: -2.837 -1.730 -0.199  0.099
H: -5.230 -3.254 -0.685  0.119
H: -4.064 -2.682 -1.866  0.133
H: -6.535 -0.929 -3.526  0.118
H: -6.241 -2.669 -3.246  0.115
H: -4.875 -1.574 -3.569  0.111



Q: Which value of total charge does entry 3 give?
A: +3



Q: Which of these has the highest energy?
A: C24H37AuNSi



Q: The highest total charge belongs to which entry?
A: C24H36N3RuSi2Te



Q: The highest total charge belongs to which entry?
A: C24H36N3RuSi2Te